No. 1
Molecular formula: C8H23AlClN3O2PS
Method: DFT, ωB97M-V with the def2-TZVPD basis set

Last column: Löwdin charge in e.
Positions of all 40 atoms, in Å:
O 3.24447 3.82821 -1.69163  0.0035
C 3.25183 3.92903 -2.84638  -0.8760
Cl 4.59409 4.97923 -3.56772  0.4590
C 2.21919 3.23833 -3.75653  -0.2850
Al 0.40271 3.30198 -2.75892  -0.0258
S -0.15791 5.54987 -2.68944  0.1949
H 2.14677 3.89913 -4.64918  0.0365
H 2.52888 2.21037 -4.02156  0.0525
H -0.64914 2.40825 -3.56744  -0.1308
H 0.51182 2.81724 -1.24402  -0.1107
H -1.34705 5.62797 -3.34271  -0.2839
O -0.04952 0.24844 -0.24098  -0.2788
P 0.06257 -0.97134 0.65168  0.7494
N -1.02388 -1.99535 -0.21136  -0.3490
C -2.45132 -1.76358 -0.32170  -0.1274
C -0.46688 -2.46746 -1.47585  -0.1383
N -0.55169 -0.19898 2.08056  -0.3251
C -1.92345 -0.26671 2.53040  -0.1486
C -0.05637 1.16758 2.28219  -0.1462
N 0.44729 -2.35887 1.64911  -0.3330
C -0.35375 -3.53152 1.91728  -0.1220
C 1.61855 -2.22854 2.50565  -0.1466
H -2.93410 -2.63612 -0.77024  0.0765
H -2.69104 -0.87797 -0.92462  0.0926
H -2.92512 -1.67119 0.65366  0.0481
H 0.37006 -3.14981 -1.28202  0.0717
H -0.09577 -1.64157 -2.09350  0.0765
H -1.19790 -3.02414 -2.06361  0.0748
H -2.61481 0.21768 1.82776  0.0834
H -2.03380 0.22985 3.49879  0.0773
H -2.24434 -1.29543 2.70687  0.0591
H -0.61927 1.89768 1.68830  0.0829
H 0.99388 1.24590 2.00085  0.0723
H -0.12675 1.44958 3.33687  0.0741
H -1.38938 -3.29077 2.16339  0.0649
H 0.04693 -4.09196 2.76670  0.0798
H -0.35444 -4.21888 1.06670  0.0744
H 1.33439 -1.92407 3.52047  0.0779
H 2.30402 -1.47642 2.10980  0.0718
H 2.18024 -3.16568 2.56233  0.0737

## Properties
molar mass	318.767	g mol⁻¹
highest occupied orbital energy	-4.5	eV
LUMO energy	1.70	eV
maximum force	6.84	eV Å⁻¹
gap between HOMO and LUMO	6.2091	eV
net charge	-1
E_tot	-56477.6552	eV



No. 2
Molecular formula: C36H46ClF6Ge2IN4O5PTl
Method: DFT, ωB97M-V with the def2-TZVPD basis set

Last column: Löwdin charge in e.
Positions of all 103 atoms, in Å:
Tl -1.55730 -1.26600 -0.11640  1.0714
C 4.46249 -2.13833 2.59062  -0.1565
C 2.93534 -2.11460 2.70170  -0.2958
Ge 2.06010 -1.23692 1.20255  0.8979
C 1.78480 -2.27549 -0.43165  -0.3452
C 3.05951 -3.05844 -0.77017  -0.1503
C 3.14017 0.26208 0.57969  -0.1330
C 2.92013 1.52972 0.23043  -0.2968
Ge 1.42979 2.79129 0.23831  1.0682
C 1.10523 3.37196 -1.59012  -0.2959
C 1.95522 4.53325 -2.11294  -0.1260
C 1.39361 3.96850 1.78525  -0.3166
C 1.44415 5.45988 1.44781  -0.1463
C 4.01470 2.32435 -0.41237  -0.2960
C 4.58956 1.89597 -1.60894  -0.0406
C 5.57273 2.65141 -2.22731  -0.0659
C 5.99529 3.84905 -1.66338  -0.0730
C 5.43375 4.28383 -0.47308  -0.0635
C 4.44635 3.52814 0.14564  -0.0590
H 4.89930 -2.67296 3.43429  0.0748
H 4.87896 -1.13013 2.59347  0.0667
H 4.80299 -2.63479 1.68069  0.0596
H 2.63767 -1.57150 3.60262  0.0749
H 2.53309 -3.12460 2.79555  0.0694
H 1.55523 -1.57349 -1.23801  0.0520
H 0.94553 -2.95424 -0.31257  0.0271
H 3.91601 -2.39852 -0.92582  0.0668
H 2.92796 -3.63888 -1.68381  0.0747
H 3.31921 -3.75950 0.02473  0.0704
H 4.16643 -0.06539 0.38182  0.0764
H 0.04464 3.61526 -1.64981  0.0513
H 1.27329 2.47799 -2.19917  0.0674
H 1.87348 5.41353 -1.47541  0.0643
H 1.61608 4.82138 -3.10873  0.0775
H 3.00978 4.26602 -2.18316  0.0519
H 2.23307 3.67186 2.41706  0.0684
H 0.47949 3.73729 2.33084  0.0455
H 2.37499 5.73628 0.95014  0.0604
H 1.37125 6.05345 2.35915  0.0792
H 0.61564 5.74713 0.80104  0.0668
H 4.24631 0.97262 -2.06039  0.1171
H 6.00929 2.30716 -3.15578  0.1097
H 6.76284 4.43630 -2.14925  0.1092
H 5.76734 5.20730 -0.01849  0.1119
H 4.04941 3.86490 1.09612  0.1000
Cl -7.45164 -6.06008 0.83039  0.7953
C -6.20319 -4.92240 1.09442  -0.5720
C -6.12755 -4.29533 2.32510  -0.1638
C -5.14209 -3.36095 2.58647  -0.6244
I -5.03553 -2.44280 4.42091  1.0708
C -4.16440 -2.99404 1.58089  -0.4004
O -3.29658 -2.14112 1.78156  -0.1009
C -4.25640 -3.70200 0.27969  -0.1376
N -3.33111 -3.38868 -0.63645  0.0594
C -3.37327 -3.99118 -1.81087  -0.1026
C -4.33924 -4.94449 -2.14472  -0.0158
C -5.29055 -5.27545 -1.21290  0.0001
C -5.26388 -4.64660 0.04225  -0.1587
H -6.85561 -4.54641 3.08387  0.1027
H -2.60671 -3.70884 -2.52554  0.1162
H -4.32720 -5.40863 -3.12052  0.1178
H -6.05351 -6.00862 -1.43347  0.1006
O 0.06909 -3.20909 2.02030  -0.0103
C -0.52091 -2.90289 3.03408  -0.2005
C -0.49422 -1.58313 3.67008  -0.1095
C -1.08917 -1.49502 4.92616  0.0436
C -1.08709 -0.30134 5.60396  -0.1298
C -0.48306 0.82971 5.07497  0.0454
C 0.09924 0.75355 3.82798  0.0303
C 0.08318 -0.43350 3.09114  -0.2902
O 0.56537 -0.38961 1.83878  -0.2710
N -1.75284 -0.22402 6.91259  -0.3512
O -1.71745 0.83735 7.49627  0.0951
O -2.30927 -1.22695 7.31664  0.0679
H -1.11446 -3.65833 3.58016  0.1404
H -1.55307 -2.36291 5.37383  0.1188
H -0.49186 1.75175 5.63791  0.1309
H 0.55782 1.62414 3.38145  0.1078
C -2.56055 -0.62522 -5.54182  -0.0471
C -1.34076 -0.06942 -4.81488  -0.6402
C -0.06344 -0.55624 -5.49011  -0.0457
C -1.37388 1.46063 -4.80322  -0.0402
N -1.29871 -0.64145 -3.44604  -0.0805
N -2.35661 -0.24180 -2.57628  -0.0707
H -2.50875 -0.37462 -6.60152  0.0902
H -3.49304 -0.20413 -5.16027  0.0767
H -2.59671 -1.71190 -5.44893  0.0844
H -0.02749 -0.22356 -6.52715  0.0900
H -0.01185 -1.64512 -5.46937  0.0858
H 0.82093 -0.15922 -4.98360  0.0812
H -1.32178 1.85264 -5.81936  0.0919
H -0.52250 1.86232 -4.24608  0.0758
H -2.29192 1.84756 -4.35713  0.0770
H -0.44159 -0.31632 -3.00668  0.0883
H -3.22489 -0.63137 -2.92343  0.0796
H -2.46593 0.76800 -2.52072  0.0526
F -0.28825 1.89724 0.41290  -0.2624
P -1.96813 2.66359 0.58764  0.2424
F -2.08947 2.36598 -0.98119  -0.1291
F -1.60490 2.83626 2.12012  -0.0991
F -1.23743 4.04324 0.25227  -0.1161
F -2.47813 1.16891 0.89181  -0.1999
F -3.39200 3.29786 0.70288  -0.0594

## Properties
2S+1	2
molar mass	1271.709	g mol⁻¹
highest occupied orbital energy (alpha / beta)	-10.9 / -11.3	eV
LUMO energy (alpha / beta)	-3.01 / -4.96	eV
maximum force	0.48	eV Å⁻¹
gap between HOMO and LUMO (alpha / beta)	7.8367 / 6.3844	eV
net charge	+1
E_tot	-218216.6441	eV



No. 3
Molecular formula: C4H16NO2
Method: DFT, ωB97M-V with the def2-TZVPD basis set

Last column: Löwdin charge in e.
Positions of all 23 atoms, in Å:
C -0.72321 1.10343 -0.42804  -0.1105
C 0.51458 1.25994 -1.24306  -0.4207
C 0.13930 1.52295 -2.71058  -0.0442
C 1.38830 -0.02929 -1.12724  -0.0429
N -0.39342 0.97445 1.09915  0.1811
H -1.24712 0.15498 -0.53931  0.1321
H -1.35896 1.98620 -0.47996  0.1392
H 1.08039 2.11784 -0.86545  0.1402
H -0.84574 1.10378 -2.92963  0.0859
H 0.80953 0.96626 -3.35902  0.0867
H 0.06148 2.59006 -2.89042  0.0879
H 0.77515 -0.82826 -1.54010  0.0925
H 2.30828 0.08352 -1.68845  0.0869
H 1.73104 -0.19100 -0.10373  0.0720
H -1.15625 0.89441 1.75031  0.1470
H -0.01430 1.88300 1.37348  0.1634
H 0.30923 0.25410 1.31945  0.1050
H -0.24734 -1.02003 3.61232  0.0684
H -0.24173 -1.89578 2.44180  0.0046
O 0.24825 -1.15510 2.79155  -0.0473
H -1.80884 -2.78080 0.88914  0.0632
H -0.80650 -3.71922 0.43483  0.0743
O -0.85210 -2.77880 0.69439  -0.0648

## Properties
molar mass	110.177	g mol⁻¹
highest occupied orbital energy	-15.4	eV
LUMO energy	-3.22	eV
maximum force	2.25	eV Å⁻¹
gap between HOMO and LUMO	12.1974	eV
net charge	+1
E_tot	-9986.4958	eV